The following is a DFT calculation (ωB97M-V/def2-TZVPD) of the molecule C9H7BrF2O at a distorted geometry.

Calculated values
Relative energy (zero: lowest compared OMol25 entry of this formula, charge and spin)   219.4 kJ/mol
HOMO energy   -8.48 eV
Lowest unoccupied orbital energy   0.604 eV
Charge   0
Frontier orbital gap   9.1 eV

The geometry in XYZ format:
```
20
Properties=species:S:1:pos:R:3:nbo_charge:R:1
C -0.714 0.021 -2.001 -0.25
C 0.153 0.676 -2.821 -0.24
C 1.681 1.051 -0.944 -0.23
C 0.672 0.534 -0.129 -0.16
C -0.514 0.067 -0.671 0.31
C 1.371 1.103 -2.318 0.38
C 0.796 0.465 1.366 0.21
C -1.323 -0.329 1.568 0.20
C -1.104 -1.746 2.174 -0.70
O -1.484 -0.426 0.228 -0.54
F 2.275 1.469 -3.222 -0.32
F 1.710 -0.521 1.701 -0.37
Br -2.259 1.154 2.318 0.06
H -1.622 -0.434 -2.300 0.24
H 0.007 0.774 -3.984 0.24
H 2.529 1.267 -0.421 0.23
H 0.941 1.177 2.200 0.20
H -1.682 -1.789 3.169 0.23
H -0.014 -1.883 2.568 0.25
H -1.419 -2.630 1.520 0.25
```

=====

The following is a DFT calculation (ωB97M-V/def2-TZVPD) of the molecule C3H7NO at a distorted geometry.

Calculated values
Structure (SMILES)   CC(C)=NO
Relative energy (zero: lowest compared OMol25 entry of this formula, charge and spin)   417.2 kJ/mol
HOMO energy   -9.69 eV
Lowest unoccupied orbital energy   0.709 eV
Charge   0
Frontier orbital gap   10.4 eV

The geometry in XYZ format:
```
12
Properties=species:S:1:pos:R:3:nbo_charge:R:1
C -0.025 1.629 0.066 -0.63
C -0.186 0.134 -0.051 0.21
C 0.953 -0.822 0.243 -0.71
N -1.257 -0.015 -0.567 -0.12
O -1.595 -1.370 -0.874 -0.60
H -0.226 1.964 1.205 0.22
H 0.967 1.739 -0.369 0.21
H -0.769 2.051 -0.664 0.25
H 1.292 -1.488 -0.641 0.27
H 0.330 -1.558 0.787 0.21
H 1.684 -0.224 1.048 0.25
H -1.168 -2.041 -0.182 0.43
```

=====

The following is a DFT calculation (ωB97M-V/def2-TZVPD) of a structure of composition C8H8NO4S at a distorted geometry.

Calculated values
Relative energy (zero: lowest compared OMol25 entry of this formula, charge and spin)   636.3 kJ/mol
HOMO energy (spin up / spin down)   -4.28 / -4.28 eV
Lowest unoccupied orbital energy (spin up / spin down)   3.080 / 3.078 eV
Charge   -1
Frontier orbital gap (spin up / spin down)   7.4 / 7.4 eV

The geometry in XYZ format:
```
22
Properties=species:S:1:pos:R:3:nbo_charge:R:1
C 1.451 -0.758 -0.234 0.10
C -0.951 -1.255 -1.066 -0.23
C 1.278 1.684 0.636 0.67
C 2.842 -1.117 -0.133 0.73
C 0.292 2.483 -0.182 -0.51
C 0.170 1.206 -1.015 -0.17
C -1.689 -1.094 1.446 -0.64
C -1.436 -1.931 0.236 -0.57
N 1.065 0.578 -0.094 -0.47
O 3.756 -1.397 0.585 -0.59
O 2.015 1.873 1.611 -0.62
O 2.468 -0.992 -1.428 -0.53
O -1.848 0.651 -2.589 -1.00
S -1.561 0.430 -1.153 1.08
H -0.697 2.595 0.290 0.22
H 0.582 3.478 -0.743 0.23
H 0.580 1.231 -2.026 0.23
H -2.475 -0.292 1.349 0.20
H -0.842 -0.466 1.735 0.21
H -1.839 -1.660 2.452 0.20
H -2.337 -2.397 -0.134 0.22
H -0.825 -2.851 0.455 0.23
```

=====

The following is a DFT calculation (ωB97M-V/def2-TZVPD) of a cluster of 2 separate species, C3H11O in total at a distorted geometry.

Calculated values
Relative energy (zero: lowest compared OMol25 entry of this formula, charge and spin)   72.8 kJ/mol
HOMO energy   -15.51 eV
Lowest unoccupied orbital energy   -4.741 eV
Charge   +1
Frontier orbital gap   10.8 eV

The geometry in XYZ format:
```
15
Properties=species:S:1:pos:R:3:nbo_charge:R:1
O -1.563 1.621 0.035 -0.83
H -1.198 2.491 0.316 0.57
H -2.497 1.789 -0.145 0.59
H -0.955 0.850 0.276 0.61
C 0.429 -0.654 -1.330 -0.64
C 1.146 -0.654 0.024 -0.42
C 0.246 -0.386 1.248 -0.74
H -0.610 -1.023 -1.348 0.19
H 1.013 -1.322 -1.965 0.25
H 0.335 0.309 -1.837 0.20
H 1.939 0.080 -0.126 0.22
H 1.588 -1.640 0.141 0.23
H 0.389 -1.293 1.852 0.29
H 0.538 0.492 1.819 0.24
H -0.802 -0.659 1.040 0.22
```